{"formula": "C30H84N6O10S", "method": "ωB97M-V/def2-TZVPD", "fmax_ev_per_a": 4.9, "spin_multiplicity": 2, "lumo_energy_ha": [-0.368, -0.621], "total_energy_ev": -72664.94335, "homo_ev": [-21.0, -20.9], "charge": 5, "species": ["S", "O", "O", "O", "O", "C", "N", "C", "C", "C", "C", "O", "H", "H", "H", "H", "H", "H", "H", "H", "H", "H", "H", "H", "H", "H", "C", "N", "C", "C", "C", "C", "O", "H", "H", "H", "H", "H", "H", "H", "H", "H", "H", "H", "H", "H", "H", "C", "N", "C", "C", "C", "C", "O", "H", "H", "H", "H", "H", "H", "H", "H", "H", "H", "H", "H", "H", "H", "C", "N", "C", "C", "C", "C", "O", "H", "H", "H", "H", "H", "H", "H", "H", "H", "H", "H", "H", "H", "H", "C", "N", "C", "C", "C", "C", "O", "H", "H", "H", "H", "H", "H", "H", "H", "H", "H", "H", "H", "H", "H", "C", "N", "C", "C", "C", "C", "O", "H", "H", "H", "H", "H", "H", "H", "H", "H", "H", "H", "H", "H", "H"], "positions_angstrom": [[-0.2896, -0.2039, 0.4475], [0.6054, 0.3905, -0.5452], [0.2807, -0.0518, 1.8051], [-1.4088, 0.7126, 0.3247], [-0.7110, -1.5895, 0.1248], [-0.1459, -0.1368, -3.7674], [-1.7188, -0.2378, -3.8243], [-2.1591, 1.1644, -3.3126], [-2.0420, -0.3527, -5.3108], [-2.2510, -1.3923, -2.8671], [-1.4103, -2.6474, -2.7560], [-1.7099, -3.3029, -1.4753], [0.1698, -0.1837, -2.7252], [0.1906, 0.7883, -4.2355], [0.1504, -0.9947, -4.3710], [-1.8526, 1.0291, -2.2754], [-3.2227, 1.1496, -3.5503], [-1.6918, 1.9686, -3.8810], [-1.4998, 0.4479, -5.8140], [-3.0936, -0.3846, -5.5957], [-1.7637, -1.3183, -5.7330], [-3.2466, -1.5699, -3.2739], [-2.2713, -0.9258, -1.8822], [-0.3259, -2.5862, -2.6639], [-1.6897, -3.3233, -3.5642], [-1.4284, -2.6662, -0.8144], [-0.4329, -3.2987, 2.9103], [-1.4327, -2.8131, 4.0104], [-2.8001, -3.3193, 3.4385], [-1.1107, -3.4897, 5.3809], [-1.5547, -1.2668, 4.1820], [-0.3279, -0.5450, 4.8132], [0.8807, -0.6461, 4.0552], [-0.4381, -2.4933, 2.1759], [-0.6402, -4.2433, 2.4073], [0.5277, -3.4130, 3.4125], [-3.6630, -2.9582, 3.9980], [-2.7302, -4.4046, 3.5117], [-2.9541, -2.9268, 2.4333], [-0.1926, -3.0708, 5.7928], [-0.8867, -4.5185, 5.0987], [-1.9269, -3.3580, 6.0912], [-2.3764, -1.4287, 4.8797], [-1.9662, -0.6946, 3.3506], [-0.2418, -0.9775, 5.8099], [-0.5230, 0.5230, 4.9108], [0.8115, -0.4113, 3.1269], [-7.8840, -1.1196, -0.6116], [-6.6442, -0.2463, -0.5484], [-5.8935, -0.3922, -1.8985], [-7.1203, 1.2828, -0.4689], [-5.8438, -0.6246, 0.7492], [-4.4973, 0.1091, 0.9519], [-3.7815, 0.0653, -0.2365], [-8.3805, -0.9532, -1.5676], [-8.5891, -0.8682, 0.1807], [-7.6612, -2.1788, -0.4830], [-6.6606, -0.2178, -2.6529], [-5.5284, -1.4182, -1.9472], [-5.2528, 0.4895, -1.9078], [-6.2404, 1.9195, -0.5617], [-7.5898, 1.3700, 0.5110], [-7.6663, 1.5927, -1.3599], [-5.6421, -1.6951, 0.7873], [-6.5648, -0.4969, 1.5566], [-3.8899, -0.1536, 1.8180], [-4.6294, 1.1774, 1.1234], [-2.8513, 0.1760, -0.0264], [1.9468, 2.7571, 2.5398], [0.7549, 3.7500, 2.5228], [-0.5641, 3.0135, 2.7166], [0.8522, 4.8159, 3.6860], [0.7022, 4.5047, 1.1180], [0.2968, 3.5287, -0.0326], [-0.9407, 3.1669, 0.0699], [2.8515, 3.2736, 2.2193], [1.6638, 2.0220, 1.7863], [1.9158, 2.4983, 3.5982], [-0.5435, 2.1422, 2.0620], [-1.4382, 3.6553, 2.6063], [-0.5321, 2.5887, 3.7199], [0.9471, 4.4590, 4.7115], [-0.0672, 5.3955, 3.6029], [1.7323, 5.3993, 3.4156], [1.6626, 4.9554, 0.8677], [-0.0921, 5.2475, 1.1917], [1.0123, 2.7543, -0.3092], [0.4826, 4.1612, -0.9007], [-1.0630, 2.2248, -0.0679], [5.2640, 0.2003, 0.8623], [4.5555, -0.9961, 1.7058], [5.6962, -2.0411, 1.9459], [3.9241, -0.5026, 3.0002], [3.3864, -1.5346, 0.7869], [2.4844, -2.6319, 1.4750], [3.2384, -3.7864, 1.8109], [5.7725, -0.1357, -0.0415], [6.0968, 0.5385, 1.4789], [4.5597, 0.9969, 0.6227], [5.4602, -2.7763, 2.7152], [6.5317, -1.4813, 2.3662], [5.8667, -2.6309, 1.0453], [4.7536, -0.0410, 3.5359], [3.7374, -1.4062, 3.5805], [2.9826, 0.0341, 2.8842], [3.8915, -1.9328, -0.0931], [2.9205, -0.5685, 0.5928], [1.7803, -2.9478, 0.7053], [1.8143, -2.2181, 2.2285], [2.6650, -4.5284, 2.0168], [6.1659, 0.7443, -4.7621], [4.7125, 1.0084, -4.4158], [4.0712, 1.9054, -5.4811], [3.9189, -0.3583, -4.5850], [4.5318, 1.5856, -2.9904], [3.0609, 1.7891, -2.4631], [2.5996, 0.6255, -1.8007], [6.5394, 1.7681, -4.7467], [6.2666, 0.3220, -5.7620], [6.7142, 0.0466, -4.1291], [4.5584, 2.8766, -5.5674], [3.0363, 2.0104, -5.1554], [4.0180, 1.4261, -6.4586], [4.1124, -1.0080, -5.4385], [2.8678, -0.0877, -4.6853], [4.0385, -0.9861, -3.7020], [5.0595, 2.5394, -2.9852], [4.8385, 0.7238, -2.3977], [2.3988, 1.8833, -3.3239], [3.0595, 2.7071, -1.8755], [1.7944, 0.7082, -1.2846]], "atomic_forces_ev_per_a": [[1.81, -3.08, 2.67], [-0.45, -0.12, -0.23], [-0.86, -0.19, -2.95], [-2.13, 1.34, -0.07], [1.04, 2.83, 0.84], [-1.61, -1.08, -0.27], [2.08, 1.10, -0.62], [-0.52, -2.54, -0.60], [-0.12, -0.82, 0.01], [0.64, 1.85, -0.89], [-0.01, -1.67, 1.28], [-0.97, 0.22, -1.86], [-0.02, -0.15, -0.27], [-0.32, -0.05, -0.01], [0.58, 0.10, 0.36], [-0.55, 1.13, 0.07], [-0.12, 0.51, 0.81], [0.22, -0.27, 0.18], [-0.26, -0.09, -0.04], [-0.29, 0.82, 0.78], [0.81, -0.06, 0.41], [-0.01, -0.22, 0.43], [-0.39, 0.04, -0.20], [0.04, 0.86, -0.91], [0.26, -0.25, 0.22], [-0.03, -0.25, 0.02], [0.25, 1.18, 1.18], [-0.35, -0.67, -1.82], [0.66, 0.29, 1.03], [0.22, 0.30, -1.46], [0.00, -1.02, 1.19], [-0.19, -0.43, -1.17], [0.44, -1.16, 2.30], [0.26, -0.30, 0.12], [-0.78, -0.01, 0.50], [0.01, 0.32, -0.16], [0.33, -0.03, 0.55], [-0.28, 0.13, -0.36], [0.56, -0.31, -0.12], [-0.10, 0.14, -0.23], [-0.41, -0.10, 0.43], [-0.08, -0.17, -0.29], [-0.01, 1.52, 0.56], [0.23, -0.83, -0.62], [0.79, 0.28, -0.08], [-0.68, -0.07, 0.27], [-0.76, 0.03, 0.26], [-0.27, 0.11, 0.25], [-0.16, 0.97, -0.13], [-1.47, 0.72, 1.31], [1.34, -1.41, 0.12], [0.09, 0.04, -0.22], [-1.27, 1.82, -0.13], [0.30, -1.07, -0.99], [0.12, 0.00, 0.09], [0.20, 0.28, 0.06], [0.42, 0.12, -0.22], [-0.01, -0.28, -0.02], [0.53, 0.43, -0.14], [0.64, -0.89, -0.29], [0.30, -0.27, 0.57], [-0.30, 0.33, -0.45], [-0.74, -0.73, 0.31], [-0.14, -0.12, -0.82], [0.17, 0.50, 0.08], [-0.39, -1.02, 0.15], [-0.79, 0.22, 0.40], [-0.03, 0.09, -0.11], [-1.94, 1.62, 0.04], [-0.24, 1.28, -0.28], [1.25, -0.84, 0.51], [0.26, 0.00, -1.86], [-0.25, -1.77, 0.70], [4.02, 2.71, 0.38], [-3.65, -0.45, -0.21], [-0.07, 0.11, 0.38], [0.27, -0.47, 0.61], [0.70, -0.90, -0.34], [-0.36, 0.44, 0.10], [0.35, 0.03, -0.18], [-0.04, 0.29, 0.20], [0.01, -0.78, -0.37], [0.22, 0.15, 0.01], [-0.18, 0.25, 0.27], [0.01, 0.05, 0.53], [0.18, 0.08, 0.11], [0.22, -0.73, 0.61], [-0.28, 0.56, -0.66], [-0.51, -0.67, -0.32], [-0.15, -1.18, 1.50], [0.21, 0.12, -1.99], [-0.87, 0.45, 0.76], [1.72, -1.34, -0.02], [1.25, -0.45, 1.85], [0.12, 0.23, -1.55], [0.40, 1.17, 0.36], [-0.57, -0.68, -0.01], [-0.37, 0.27, 0.29], [-0.13, -0.24, 0.28], [-0.70, 0.24, -0.03], [0.21, -0.05, -0.61], [0.23, 0.60, -0.12], [-0.48, 0.72, 0.08], [-0.33, 0.00, -0.09], [0.51, 0.25, -0.27], [-0.23, 0.03, -0.02], [-0.74, -0.58, -0.38], [-0.15, 0.29, -0.53], [0.72, 0.08, 0.61], [-0.12, -0.10, -0.03], [-0.12, 1.16, -0.16], [-1.68, -2.35, -1.71], [-0.20, -0.12, 0.56], [-0.45, 0.74, 1.05], [-1.37, -1.22, -0.57], [0.11, -0.75, -1.49], [2.36, -0.08, -0.52], [0.90, -0.37, -0.03], [-0.47, 0.29, -0.11], [-0.49, 0.32, 0.60], [0.13, -0.16, 0.21], [0.16, 0.37, -0.12], [0.51, -0.21, 0.18], [0.93, 0.80, -0.33], [0.04, 0.04, 0.30], [0.16, 0.34, 0.13], [0.42, -0.43, 0.32], [0.99, 0.67, 0.46], [-0.05, 0.79, -0.09], [-0.11, -0.06, 0.20], [0.22, 0.53, -0.22]], "lowdin_spin": [-0.022, 0.287, -0.005, 0.313, 0.138, 0.000, 0.000, 0.000, 0.000, 0.000, 0.000, 0.008, 0.000, 0.000, 0.000, 0.000, 0.000, 0.000, 0.000, 0.000, 0.000, 0.000, 0.000, 0.000, 0.000, -0.001, 0.000, 0.000, 0.000, 0.000, 0.000, 0.000, 0.000, 0.000, 0.000, 0.000, 0.000, 0.000, 0.000, 0.000, 0.000, 0.000, 0.000, 0.000, 0.000, 0.000, 0.000, 0.000, 0.000, 0.001, 0.000, 0.001, 0.000, 0.020, 0.000, 0.000, 0.000, 0.000, 0.000, 0.000, 0.000, 0.000, 0.000, 0.000, 0.000, 0.000, 0.000, 0.002, 0.000, 0.004, 0.001, 0.001, 0.003, 0.051, 0.153, 0.000, 0.000, 0.000, 0.000, 0.000, 0.001, 0.000, 0.000, 0.000, 0.000, 0.000, 0.012, 0.028, 0.001, 0.000, 0.000, 0.000, 0.000, 0.000, 0.000, 0.000, 0.000, 0.000, 0.000, 0.000, 0.000, 0.000, 0.000, 0.000, 0.000, 0.000, 0.000, 0.000, 0.000, 0.000, 0.000, 0.000, 0.000, 0.000, 0.000, 0.001, 0.003, 0.000, 0.000, 0.000, 0.000, 0.000, 0.000, 0.000, 0.000, 0.000, 0.000, 0.000, 0.000, 0.000, 0.000]}